Computed, not measured: a cluster of 2 separate species, CH2N2O2Si in total at a distorted geometry, with ωB97M-V/def2-TZVPD.

Structure (XYZ):
```
8
Properties=species:S:1:pos:R:3:forces:R:3
C -0.288 -0.461 1.510 -0.3 0.8 -0.7
N -0.156 -0.913 2.555 0.0 -0.4 0.7
N 1.217 0.568 -0.661 1.1 0.7 0.3
O 1.331 1.633 -1.312 0.4 -1.6 0.6
O 2.111 -0.229 -0.331 -1.5 1.6 -1.0
Si -0.495 0.310 -0.128 -0.9 -0.4 -0.2
H -1.693 1.232 -0.447 1.4 -0.4 0.5
H -2.028 -2.139 -1.186 -0.2 -0.2 -0.1
```
Positions in Å, forces in eV/Å.

Computed properties:
Gap between HOMO and LUMO (alpha / beta) ... 8.218 / 8.920 eV
ΔE to the lowest compared entry with this formula, charge and spin ... 25.3 kcal per mole
LUMO level (alpha / beta) ... -0.764 / -2.563 eV
Spin multiplicity ... 3
E_HOMO (alpha / beta) ... -8.98 / -11.48 eV

***

Computed, not measured: a cluster of 3 separate species, C24H49BF6O7P2 in total at a distorted geometry, with ωB97M-V/def2-TZVPD.

Structure (XYZ):
```
89
Properties=species:S:1:pos:R:3:forces:R:3
C -4.477 1.579 -2.492 -0.2 1.1 0.9
C -4.924 0.006 -2.373 -0.4 0.8 0.0
P -3.733 -1.227 -3.245 -2.9 -1.5 -0.5
C -3.997 -2.884 -2.254 0.1 0.4 1.2
P -1.651 -0.566 -3.125 2.3 1.8 0.8
C 0.092 0.232 -3.030 1.6 0.5 -1.0
C 1.186 -0.616 -2.151 1.5 1.1 -0.3
C 1.675 0.259 -0.812 -0.6 0.3 0.0
C 3.299 0.469 -0.732 0.0 0.3 0.9
C 4.063 -0.718 0.128 0.7 0.8 0.6
C 3.950 -0.393 1.765 -0.3 -0.3 0.2
C 3.566 -1.717 2.659 0.1 0.1 -0.7
C 2.173 -2.446 2.192 0.2 0.0 0.3
C 0.932 -2.216 3.274 0.1 -1.6 -1.2
C -0.111 -3.487 3.025 0.1 0.0 1.3
C -0.813 -3.928 4.462 -0.8 0.0 -0.8
C -1.407 -2.643 5.318 0.7 -1.4 0.5
O -2.425 -1.924 4.531 -0.2 -0.2 2.5
C -3.309 -1.182 5.466 -0.4 0.5 0.1
B -1.826 -0.563 -1.215 0.1 -0.7 3.5
O -1.432 -1.819 -0.483 -2.1 1.5 -1.2
O -2.273 0.565 -0.375 2.7 -1.8 -0.7
H -5.146 2.226 -3.221 1.5 -1.7 1.4
H -4.635 2.056 -1.409 0.4 -1.0 -2.4
H -3.355 1.761 -2.768 -2.2 -0.5 0.6
H -4.977 -0.274 -1.238 -0.2 0.5 -2.1
H -5.969 -0.086 -2.936 2.2 -0.1 1.6
H -4.879 -3.526 -2.683 1.9 1.2 0.7
H -2.961 -3.448 -2.237 -2.2 0.9 -0.1
H -4.284 -2.558 -1.145 0.6 -1.0 -2.1
H -2.029 0.549 -4.003 -0.1 -0.7 0.4
H -1.129 -1.761 -3.740 -0.6 0.3 0.4
H 0.490 0.313 -4.145 -0.7 -0.1 2.1
H -0.034 1.362 -2.668 0.3 -2.4 -0.5
H 2.165 -0.704 -2.826 -2.1 0.0 1.5
H 0.876 -1.714 -1.892 0.3 2.1 -0.4
H 1.189 1.348 -0.862 1.0 -2.4 -0.1
H 1.210 -0.226 0.175 1.3 0.9 -2.0
H 3.496 1.480 -0.129 -0.4 -2.1 -1.3
H 3.756 0.638 -1.811 -1.0 -0.6 2.2
H 3.644 -1.800 -0.088 0.9 2.3 0.3
H 5.232 -0.653 -0.103 -2.6 -0.4 0.2
H 3.140 0.438 1.950 1.5 -1.6 -0.4
H 4.969 0.021 2.192 -2.0 -0.7 -1.0
H 3.459 -1.373 3.783 0.5 -0.9 -2.2
H 4.444 -2.507 2.506 -1.8 1.8 0.7
H 2.424 -3.606 2.089 -0.8 2.4 0.4
H 1.842 -2.091 1.127 0.6 -0.6 2.0
H 1.368 -2.271 4.362 -0.9 0.2 -2.1
H 0.333 -1.226 3.089 1.4 -1.8 0.5
H -0.931 -3.189 2.245 1.6 -0.6 1.5
H 0.467 -4.445 2.647 -1.1 2.1 0.6
H -0.085 -4.592 5.135 -1.4 1.8 -1.4
H -1.718 -4.638 4.163 1.8 1.5 0.9
H -0.532 -1.934 5.661 -1.7 -1.2 -0.8
H -1.846 -3.112 6.323 0.6 1.1 -2.1
H -3.797 -1.894 6.268 1.1 1.3 -1.5
H -4.209 -0.653 4.898 2.2 -1.3 0.9
H -2.673 -0.347 5.986 -1.2 -1.5 -0.8
H -2.248 -2.290 -0.138 1.3 0.9 -0.3
H -1.532 0.657 0.324 -1.9 -0.4 -1.3
C -7.571 7.744 -1.575 -0.4 -0.2 0.1
C -6.681 7.172 -2.664 0.0 0.8 0.1
O -6.793 5.740 -2.722 -1.2 -1.3 -0.8
C -7.932 5.252 -3.306 -0.5 3.3 -0.3
O -8.827 5.962 -3.762 2.0 -2.2 1.0
C -7.918 3.725 -3.337 -0.3 -2.6 0.0
F -7.601 3.177 -2.129 -0.2 0.9 -0.9
F -7.007 3.238 -4.227 -0.6 0.9 0.5
F -9.120 3.189 -3.692 1.1 1.1 0.3
H -7.344 7.277 -0.611 0.1 0.1 -0.1
H -7.435 8.824 -1.490 0.1 -0.1 0.0
H -8.629 7.547 -1.779 0.2 0.1 -0.1
H -5.635 7.400 -2.434 -0.2 -0.4 -0.1
H -6.898 7.615 -3.643 -0.1 -0.3 0.2
C 7.950 -0.183 -1.084 0.3 -0.3 -0.3
C 8.338 -0.054 0.378 -0.4 0.6 -0.4
O 9.055 -1.216 0.825 1.8 -0.6 -0.1
C 10.360 -1.308 0.419 -0.9 2.9 -1.4
O 10.919 -0.469 -0.285 -0.9 -2.4 1.8
C 11.021 -2.563 0.983 1.3 -2.2 0.8
F 10.270 -3.686 0.788 0.3 1.2 0.0
F 11.230 -2.474 2.328 -0.4 0.4 -1.1
F 12.237 -2.821 0.426 -1.3 0.7 0.3
H 7.380 -1.103 -1.250 -0.1 0.2 0.1
H 7.349 0.672 -1.403 0.0 -0.1 0.1
H 8.833 -0.240 -1.729 -0.1 0.1 0.2
H 7.431 0.015 0.989 0.3 -0.3 0.1
H 8.922 0.855 0.567 0.1 -0.3 -0.1
```
Positions in Å, forces in eV/Å.

Computed properties:
Gap between HOMO and LUMO ... 7.487 eV
LUMO level ... 0.440 eV
Spin multiplicity ... 1
E_HOMO ... -7.05 eV

***

Computed, not measured: the molecule C5H2O2S at a distorted geometry, with ωB97M-V/def2-TZVPD.

Structure (XYZ):
```
10
Properties=species:S:1:pos:R:3:forces:R:3
C 0.221 -1.460 -0.938 -2.6 -1.1 1.1
C 0.491 -0.040 -0.650 3.7 0.7 -1.2
C 0.301 0.650 0.717 -1.3 2.0 -1.6
C -0.093 2.103 0.403 0.0 -1.1 1.6
C -0.568 3.209 0.475 0.2 2.2 -0.1
H 0.706 -1.949 -1.781 0.3 0.3 0.1
H -0.795 4.329 0.523 0.2 -2.5 -0.2
O 1.230 0.612 -1.413 -2.0 -1.2 1.3
O 0.505 0.204 1.798 0.1 -0.1 -0.1
S -0.994 -2.230 -0.117 1.5 0.8 -0.9
```
Positions in Å, forces in eV/Å.

Computed properties:
Gap between HOMO and LUMO ... 7.588 eV
ΔE to the lowest compared entry with this formula, charge and spin ... 0.0 kcal per mole
LUMO level ... -2.149 eV
Spin multiplicity ... 1
E_HOMO ... -9.74 eV

***

Computed, not measured: a structure of composition C4H8N2O2 at a distorted geometry, with ωB97M-V/def2-TZVPD.

Structure (XYZ):
```
16
Properties=species:S:1:pos:R:3:forces:R:3
C 2.116 -0.544 -0.207 2.1 -2.1 2.0
C 0.733 -0.090 -0.406 2.2 2.3 2.2
C -1.898 0.316 -0.058 -0.1 6.2 -2.4
C -1.397 -0.886 0.326 0.7 -5.6 -0.2
H 2.748 1.377 -0.235 2.1 -4.4 2.9
H 2.371 -1.023 -1.137 1.0 -0.1 -0.6
H 2.027 -1.436 0.533 0.3 1.5 -1.0
H -1.007 2.193 0.578 0.9 -1.8 -2.1
H -2.264 0.421 -1.094 -0.2 -1.0 0.4
H -2.753 0.506 0.592 0.2 1.0 0.2
H -2.375 -1.608 0.165 3.2 0.5 -0.3
H -1.114 -1.030 1.341 0.0 0.3 1.0
N 0.499 1.148 -0.196 1.4 -2.1 -0.3
N -0.779 1.420 -0.165 -6.0 3.7 3.0
O 3.168 0.348 0.344 -4.3 3.8 -4.3
O -0.076 -1.113 -0.382 -3.6 -2.2 -0.6
```
Positions in Å, forces in eV/Å.

Computed properties:
Gap between HOMO and LUMO ... 8.728 eV
ΔE to the lowest compared entry with this formula, charge and spin ... 146.9 kcal per mole
LUMO level ... 0.649 eV
Spin multiplicity ... 1
E_HOMO ... -8.08 eV

***

Computed, not measured: a structure of composition C19H40NOP3Sm at a distorted geometry, with ωB97M-V/def2-TZVPD.

Structure (XYZ):
```
65
Properties=species:S:1:pos:R:3:forces:R:3
Sm 0.257 -0.284 0.509 -1.3 -0.3 1.6
P 0.173 0.729 3.308 -0.3 0.7 1.9
P -1.330 -2.689 0.776 -0.8 -1.4 0.0
P 2.083 1.536 -0.810 1.2 2.1 -1.9
H -2.287 -2.263 -3.656 0.4 0.2 -0.2
C -1.436 -1.665 -4.001 0.6 -0.2 -0.2
C -0.196 -2.171 -4.113 -0.5 0.3 0.3
H 0.037 -3.213 -3.862 -0.2 0.4 -0.1
C -1.364 1.671 3.693 -0.3 0.0 -0.7
C 0.062 -0.611 4.550 0.0 -0.6 -0.2
C 1.394 1.845 4.108 0.6 0.2 -0.5
C -1.425 -3.599 -0.811 0.1 0.1 -0.3
C -0.513 -3.895 1.890 0.3 0.2 0.2
C -3.074 -2.743 1.339 0.0 0.6 0.2
C 2.365 1.117 -2.562 0.2 -0.4 -0.3
C 3.754 1.701 -0.092 0.2 -0.6 0.8
C 1.542 3.277 -0.938 -0.1 0.2 0.4
H -1.674 -0.651 -4.340 0.1 -0.4 0.2
H 0.642 -1.566 -4.479 -0.4 -0.2 0.0
H -1.374 2.009 4.741 0.2 -0.2 -0.4
H -2.244 1.039 3.513 0.1 0.2 0.1
H -1.435 2.549 3.037 0.0 -0.1 0.2
H -0.427 -0.278 5.473 0.1 0.1 -0.3
H 1.055 -0.996 4.806 -0.1 0.1 -0.1
H -0.520 -1.446 4.140 0.0 0.1 0.2
H 0.953 2.429 4.930 0.0 -0.3 -0.3
H 1.774 2.549 3.356 0.0 0.0 0.3
H 2.251 1.281 4.499 -0.2 0.1 -0.1
H -2.256 -4.317 -0.798 0.2 0.2 0.1
H -0.488 -4.145 -0.979 -0.2 0.1 0.0
H -1.570 -2.905 -1.652 0.0 -0.2 0.3
H -1.168 -4.750 2.104 0.1 0.2 -0.1
H -0.253 -3.405 2.838 -0.1 -0.2 -0.1
H 0.413 -4.257 1.428 -0.2 0.0 0.1
H -3.380 -3.769 1.599 0.2 0.3 -0.2
H -3.727 -2.358 0.540 0.2 -0.1 0.3
H -3.182 -2.099 2.225 -0.2 -0.3 -0.2
H 2.345 2.030 -3.172 0.0 -0.3 0.1
H 1.611 0.403 -2.927 0.2 0.2 0.0
H 3.359 0.655 -2.635 -0.3 0.1 -0.2
H 4.132 2.723 -0.242 -0.3 -0.3 -0.1
H 4.437 0.981 -0.558 -0.2 0.2 0.2
H 3.704 1.498 0.986 0.3 0.1 -0.2
H 2.335 3.845 -1.447 -0.3 -0.2 0.2
H 1.399 3.679 0.074 0.0 0.1 -0.3
H 0.600 3.369 -1.498 0.2 0.0 0.1
C -1.656 1.803 -1.325 -0.2 0.7 -0.1
C -2.398 2.364 -0.275 0.6 0.4 -0.4
C -2.895 3.661 -0.455 0.0 -0.1 -0.3
C -2.713 4.310 -1.683 0.0 0.1 -0.3
C -2.152 3.641 -2.782 0.0 -0.3 0.1
C -1.625 2.349 -2.611 0.1 0.3 0.5
O -0.796 0.716 -1.036 1.4 0.3 -0.5
H 0.478 1.079 -1.124 -2.5 -0.4 0.3
H -2.525 1.836 0.672 0.1 0.1 -0.1
H -3.402 4.185 0.356 0.1 -0.3 -0.2
H -3.028 5.353 -1.817 0.0 -0.5 0.2
H -2.109 4.127 -3.768 0.0 -0.3 0.6
H -1.157 1.778 -3.420 -0.1 0.4 0.2
C 3.418 -3.684 -1.104 0.3 -0.3 -0.3
C 2.500 -2.666 -0.640 -1.6 1.7 1.0
N 1.753 -1.861 -0.218 2.7 -2.6 -1.5
H 3.329 -4.566 -0.437 0.1 0.4 -0.4
H 4.458 -3.293 -1.067 -0.6 -0.2 0.0
H 3.164 -3.969 -2.152 0.2 0.2 0.7
```
Positions in Å, forces in eV/Å.

Computed properties:
Charge ... +3
Gap between HOMO and LUMO (alpha / beta) ... 6.467 / 7.173 eV
ΔE to the lowest compared entry with this formula, charge and spin ... 22.5 kcal per mole
LUMO level (alpha / beta) ... -10.517 / -9.826 eV
Spin multiplicity ... 6
E_HOMO (alpha / beta) ... -16.98 / -17.00 eV

***

Computed, not measured: a cluster of 2 separate species, C3H10NOS in total at a distorted geometry, with ωB97M-V/def2-TZVPD.

Structure (XYZ):
```
16
Properties=species:S:1:pos:R:3:forces:R:3
C 0.421 -0.573 1.390 -0.2 -0.2 -0.2
C -0.385 -1.175 0.237 0.7 0.1 0.0
C 0.346 -1.087 -1.134 -0.8 -1.4 0.9
S 0.558 0.530 -1.846 0.1 0.4 -0.1
N -1.747 -0.616 0.169 0.4 0.0 0.5
H 1.417 -1.020 1.393 0.0 0.1 0.0
H 0.529 0.510 1.301 0.0 0.0 0.0
H -0.072 -0.845 2.329 0.0 0.2 0.1
H -0.422 -2.241 0.510 -0.3 -0.1 -0.3
H -0.300 -1.754 -1.739 0.3 0.4 -0.4
H 1.259 -1.679 -0.989 0.3 0.3 -0.2
H -1.857 -0.289 -0.778 -0.1 -0.1 -0.6
H -1.671 0.274 0.638 -0.3 0.3 0.3
H 0.751 3.841 0.069 0.2 0.3 0.6
H 0.634 2.579 -0.744 -0.1 -0.6 -0.5
O 0.539 3.544 -0.806 -0.1 0.3 -0.2
```
Positions in Å, forces in eV/Å.

Computed properties:
Charge ... -1
Gap between HOMO and LUMO ... 6.706 eV
ΔE to the lowest compared entry with this formula, charge and spin ... 6.9 kcal per mole
LUMO level ... 3.902 eV
Spin multiplicity ... 1
E_HOMO ... -2.80 eV

***

> Look up the spin multiplicity of the third one.

1

***

> What is the spin multiplicity in the fifth record?

6

***

> The highest spin multiplicity belongs to which entry?

C19H40NOP3Sm

***

> Which value of spin multiplicity does entry 1 give?

3